Entry 1:
{
  "formula": "C31H49F2O3SSi",
  "method": "the ωB97M-V functional and the def2-TZVPD basis",
  "multiplicity": 1,
  "lumo_energy_ev": -2.991,
  "orbital_gap_ev": 7.8465,
  "charge": 1,
  "species": ["C", "C", "O", "O", "C", "C", "C", "C", "C", "C", "S", "C", "C", "C", "C", "C", "C", "C", "C", "C", "F", "F", "C", "C", "Si", "C", "C", "C", "C", "C", "C", "C", "C", "H", "H", "H", "H", "H", "H", "H", "H", "H", "H", "H", "H", "H", "H", "H", "H", "H", "H", "H", "H", "H", "H", "H", "H", "H", "H", "H", "H", "H", "H", "H", "H", "H", "H", "H", "H", "H", "H", "H", "C", "C", "O", "C", "C", "H", "H", "H", "H", "H", "H", "H", "H", "H", "H"],
  "coordinates": [[-2.38423, -3.18755, -5.74646], [-3.05726, -1.93716, -4.96564], [-4.05929, -2.20659, -4.25633], [-2.51288, -0.63682, -5.16413], [-1.97455, -0.07982, -3.93298], [-2.99584, 1.04398, -3.37376], [-2.66588, 2.53685, -3.87442], [-1.23275, 3.10870, -3.40295], [-0.85229, 2.45047, -1.98909], [0.27794, 3.24409, -1.16553], [0.85698, 2.24545, 0.33534], [-0.44229, 0.93604, 0.54215], [-0.30626, 0.05144, 1.87793], [-1.53574, -1.00296, 1.82768], [-2.93028, -0.45494, 2.28944], [-4.23457, -1.32288, 2.26521], [-4.08808, -2.80563, 1.75601], [-2.69774, -3.36810, 1.28794], [-1.41140, -2.46166, 1.32792], [2.52668, 1.47664, -0.11718], [2.74787, 1.62676, -1.54012], [2.39672, 0.07945, 0.11864], [3.75762, 2.17895, 0.62134], [4.98924, 1.20457, 0.96681], [6.64139, 1.64753, 0.10341], [7.86075, 0.18182, 0.48944], [7.48033, 3.23867, 0.75223], [6.54914, 1.76354, -1.80129], [6.32859, 0.44684, -2.61974], [6.22022, 0.47670, -4.18549], [6.36961, 1.85868, -4.91227], [6.60079, 3.18651, -4.13253], [6.69810, 3.10490, -2.56229], [-1.53212, -3.65255, -5.13525], [-3.14655, -4.00082, -6.00056], [-1.98210, -2.74425, -6.73448], [-0.88965, 0.27024, -4.00196], [-1.98883, -0.93718, -3.15457], [-3.15340, 0.96967, -2.22886], [-4.02697, 0.77221, -3.82387], [-2.77122, 2.53404, -5.01518], [-3.49860, 3.21368, -3.44007], [-0.41333, 2.92204, -4.19019], [-1.36890, 4.25115, -3.28698], [-1.80178, 2.46356, -1.34828], [-0.44502, 1.40484, -2.19917], [-0.18200, 4.22000, -0.74562], [1.16400, 3.58454, -1.81674], [-0.51872, 0.20597, -0.34793], [-1.45378, 1.49475, 0.61310], [0.68058, -0.51818, 1.89439], [-0.44702, 0.76647, 2.76754], [-3.04470, 0.64049, 2.63501], [-5.22417, -0.86171, 2.59044], [-5.03747, -3.44553, 1.70689], [-2.63698, -4.43670, 0.89668], [-0.40016, -2.84596, 0.96153], [3.36967, 2.66250, 1.59310], [4.09215, 3.04915, -0.06624], [5.17939, 1.31608, 2.10510], [4.79617, 0.09444, 0.78476], [7.96138, 0.07960, 1.62728], [7.38221, -0.76826, 0.05441], [8.89122, 0.36329, -0.00269], [6.87410, 4.19738, 0.51774], [7.70531, 3.13159, 1.87487], [8.49266, 3.38819, 0.21415], [6.20423, -0.54608, -2.07300], [6.04613, -0.47379, -4.78884], [6.27415, 1.87060, -6.06002], [6.69501, 4.16165, -4.71245], [6.88950, 4.10227, -2.03790], [-6.65128, -4.45016, 4.77035], [-5.34220, -3.85762, 5.26464], [-5.45799, -2.51018, 5.69825], [-6.35208, -2.26520, 6.77712], [-5.98800, -3.01454, 8.04745], [-7.06231, -3.84622, 3.95609], [-6.49545, -5.46902, 4.40783], [-7.40534, -4.48865, 5.55969], [-4.62261, -3.85854, 4.44112], [-4.90481, -4.47459, 6.05618], [-7.38050, -2.48445, 6.47232], [-6.31136, -1.19170, 6.97707], [-6.03001, -4.09657, 7.91012], [-6.67912, -2.75405, 8.85362], [-4.97196, -2.76237, 8.36272]],
  "forces_ev_per_a": [[0.2, 1.5, -0.8], [-2.6, -2.6, 1.2], [3.8, 2.1, -2.2], [0.4, -1.8, 0.7], [-1.2, -0.3, 2.3], [-0.5, -0.1, -0.7], [-0.4, -0.4, 0.4], [-0.4, 0.4, 0.1], [0.5, 0.5, -0.2], [-0.9, 1.1, -1.2], [-0.5, 0.5, -0.4], [-1.3, -1.8, 0.0], [-0.9, -0.3, -0.4], [-2.8, -1.2, 0.2], [-0.5, -3.0, -1.1], [4.4, -1.6, -1.5], [2.7, 2.4, 0.1], [-0.5, 3.7, 1.2], [-3.4, 1.5, 1.0], [1.7, -1.4, -2.1], [-0.9, -0.5, 3.0], [0.2, 2.9, -0.4], [-0.5, 0.3, 0.3], [-0.5, 0.1, 0.9], [1.8, -0.4, -0.4], [-0.3, -0.1, 0.0], [0.3, 0.9, 0.0], [-0.5, 0.1, -4.2], [-0.1, 3.1, -2.5], [0.7, 3.6, 2.5], [0.0, -0.2, 3.0], [-0.4, -4.2, 1.9], [-0.6, -2.3, -2.6], [-1.2, 0.9, -0.9], [0.9, 1.4, 0.7], [-0.3, -0.9, 1.6], [-1.6, -0.4, -0.6], [0.2, 1.4, -1.1], [0.6, 0.1, -1.8], [1.7, 0.3, 0.8], [0.3, 0.2, 1.6], [1.4, -1.0, -0.8], [-1.2, 0.2, 1.3], [0.5, -1.8, -0.2], [1.5, -0.4, -1.0], [-0.9, 1.3, 0.5], [0.8, -1.7, -0.3], [-1.1, -1.0, 1.2], [0.4, 1.4, 1.2], [1.8, -0.6, -0.2], [-1.3, 0.9, 0.1], [0.4, -1.4, -1.2], [0.4, -2.0, -0.5], [1.6, -0.9, -0.5], [1.8, 0.9, 0.0], [0.0, 1.7, 0.7], [-1.7, 0.5, 0.6], [0.5, -0.8, -1.5], [-0.7, -1.5, 1.0], [-0.3, -0.3, -1.8], [-0.1, 1.5, 0.2], [0.0, 0.0, -1.6], [0.9, 1.2, 0.7], [-1.7, -0.4, 0.9], [0.9, -1.5, 0.7], [-0.5, 0.4, -1.6], [-1.6, -0.4, 0.8], [0.2, 1.6, -0.9], [0.3, 1.5, 1.0], [0.2, 0.1, 2.1], [-0.1, -1.5, 1.1], [-0.3, -1.8, -0.6], [-0.1, 0.0, 0.1], [-0.1, -0.1, 0.0], [0.1, 0.2, -0.2], [0.0, -0.1, 0.1], [0.1, -0.1, 0.0], [0.1, 0.0, 0.0], [0.0, 0.1, 0.0], [0.1, -0.1, 0.0], [0.0, 0.2, 0.1], [-0.1, 0.0, 0.0], [0.0, -0.1, 0.0], [0.1, -0.1, -0.2], [-0.1, 0.0, 0.0], [0.1, 0.0, -0.1], [-0.1, 0.0, 0.0]],
  "mulliken_charge": [-0.861, 0.691, -0.494, -0.394, -0.374, -0.534, -0.721, -0.696, -0.024, -0.900, 0.157, -0.659, -0.608, 0.296, -0.337, -0.508, -0.458, -0.529, -0.309, 0.845, -0.297, -0.301, -0.904, -0.468, -0.248, -0.961, -0.929, 0.701, -0.206, -0.577, -0.340, -0.563, -0.168, 0.224, 0.303, 0.290, 0.238, 0.297, 0.321, 0.380, 0.335, 0.296, 0.333, 0.357, 0.207, 0.052, 0.501, 0.462, 0.397, 0.518, 0.421, 0.356, 0.280, 0.343, 0.408, 0.357, 0.316, 0.452, 0.349, 0.377, 0.350, 0.305, 0.283, 0.279, 0.286, 0.317, 0.299, 0.188, 0.328, 0.300, 0.340, 0.224, -1.123, -0.266, -0.374, -0.341, -1.019, 0.269, 0.383, 0.353, 0.268, 0.303, 0.314, 0.306, 0.263, 0.383, 0.287]
}

---

Entry 2:
{
  "formula": "CH6IN4",
  "method": "the ωB97M-V functional and the def2-TZVPD basis",
  "e_above_lowest_kcal_mol": 8.55,
  "multiplicity": 1,
  "lumo_energy_ev": -4.057,
  "orbital_gap_ev": 9.1663,
  "charge": 1,
  "smiles": "NN/C(N)=[NH+]/I",
  "species": ["N", "N", "C", "N", "N", "I", "H", "H", "H", "H", "H", "H"],
  "coordinates": [[0.35379, 1.79674, 0.36682], [0.41774, 0.47084, 0.73063], [0.00982, -0.40180, -0.12548], [-0.45457, -0.04955, -1.32224], [0.02990, -1.93725, 0.33217], [-0.86492, -3.36508, -0.70988], [-0.46377, 2.33849, 0.61846], [1.02095, 2.45461, 0.80280], [0.91424, 0.21643, 1.66030], [-0.57774, -0.60095, -2.07617], [-0.06159, 0.88377, -1.54295], [-0.32388, -1.80625, 1.26555]],
  "forces_ev_per_a": [[0.7, 2.8, -0.4], [1.5, 0.6, 3.7], [-1.2, -6.3, -1.2], [2.1, 3.8, 3.5], [0.9, 6.1, -0.4], [-0.5, -0.5, -0.6], [-1.2, -1.1, 0.1], [0.7, -1.5, -0.4], [-1.4, 0.2, -2.2], [-0.6, -2.9, -2.5], [-0.8, -0.4, -0.1], [-0.2, -0.8, 0.5]],
  "nbo_charge": [-0.676, -0.397, 0.687, -0.743, -0.823, 0.455, 0.390, 0.405, 0.446, 0.429, 0.436, 0.391]
}

---

Entry 3:
{
  "formula": "C19H25N3O4",
  "method": "the ωB97M-V functional and the def2-TZVPD basis",
  "e_above_lowest_kcal_mol": 30.90,
  "multiplicity": 1,
  "lumo_energy_ev": 0.460,
  "orbital_gap_ev": 8.8587,
  "smiles": "CCOC(=O)N1CCN(CC(=O)c2ccc3c(c2)CCN3C(C)=O)CC1",
  "species": ["C", "C", "O", "C", "O", "N", "C", "C", "N", "C", "C", "O", "C", "C", "C", "C", "C", "C", "C", "C", "N", "C", "C", "O", "C", "C", "H", "H", "H", "H", "H", "H", "H", "H", "H", "H", "H", "H", "H", "H", "H", "H", "H", "H", "H", "H", "H", "H", "H", "H", "H"],
  "coordinates": [[-0.03221, 1.58344, 2.47149], [-0.77688, 0.69756, 3.46017], [-0.71096, -0.67606, 3.08024], [-1.56415, -1.05717, 2.10580], [-2.38637, -0.32420, 1.60406], [-1.44042, -2.37858, 1.80178], [-0.23710, -3.12287, 2.10845], [0.77766, -2.92516, 0.97969], [0.18799, -3.33023, -0.28607], [1.15457, -3.42571, -1.36965], [2.22306, -2.32944, -1.38950], [3.39601, -2.61192, -1.27567], [1.75673, -0.92506, -1.42971], [2.42975, 0.00057, -0.63018], [1.99791, 1.30807, -0.50432], [0.87340, 1.69276, -1.21872], [0.23225, 0.79469, -2.07713], [0.65930, -0.50673, -2.18886], [-0.92449, 1.46874, -2.75209], [-0.93503, 2.87067, -2.11895], [0.22213, 2.92264, -1.22879], [0.56283, 4.00821, -0.47038], [-0.34272, 5.20728, -0.62954], [1.51934, 4.00997, 0.27418], [-1.03135, -2.60019, -0.57474], [-2.03440, -2.82562, 0.55901], [-0.51590, 1.53588, 1.49892], [0.99799, 1.25263, 2.36628], [-0.03636, 2.61305, 2.81625], [-1.82715, 0.99995, 3.52454], [-0.31685, 0.73581, 4.44951], [-0.51008, -4.17817, 2.18655], [0.17377, -2.77968, 3.05621], [1.07906, -1.86360, 0.97799], [1.66324, -3.53839, 1.15762], [0.61811, -3.44150, -2.32047], [1.68664, -4.37841, -1.25983], [3.29401, -0.33793, -0.07822], [2.50838, 2.00806, 0.13456], [0.16465, -1.18477, -2.86793], [-1.85710, 0.93470, -2.56477], [-0.77501, 1.51372, -3.83244], [-0.85858, 3.65441, -2.87759], [-1.85167, 3.03551, -1.54469], [0.02742, 6.00144, 0.01275], [-1.36159, 4.95923, -0.33985], [-0.34735, 5.55495, -1.66026], [-0.86902, -1.51323, -0.65780], [-1.44610, -2.97174, -1.51438], [-2.27356, -3.88648, 0.65500], [-2.94376, -2.25111, 0.38150]],
  "forces_ev_per_a": [[-0.2, -0.3, 0.2], [-0.1, 0.6, -0.1], [0.1, -0.4, -0.1], [-0.1, 0.0, 0.3], [-0.1, 0.3, -0.1], [0.0, -0.1, 0.1], [0.5, 0.1, 0.1], [-0.1, -0.2, 0.3], [0.0, 0.2, -0.1], [0.2, -0.4, 0.1], [0.0, -0.3, -0.1], [-0.1, 0.0, 0.0], [0.1, 0.5, 0.0], [-0.2, -0.2, -0.2], [0.1, 0.2, 0.1], [0.2, -0.6, -0.1], [0.1, 0.2, 0.1], [0.3, 0.1, 0.2], [0.0, 0.0, -0.1], [-0.5, 0.3, -0.2], [0.1, 0.0, 0.0], [-0.2, 0.2, -0.1], [0.2, 0.0, 0.2], [0.2, 0.0, 0.2], [-0.4, 0.0, 0.2], [-0.2, 0.2, -0.4], [0.0, 0.0, -0.1], [0.1, 0.0, 0.0], [0.0, 0.2, 0.0], [0.2, -0.1, 0.1], [-0.1, 0.0, -0.1], [0.1, 0.0, 0.0], [0.0, -0.1, -0.1], [0.0, -0.1, 0.0], [0.0, 0.0, 0.0], [0.0, 0.0, 0.0], [0.1, 0.2, -0.2], [0.1, 0.0, 0.1], [0.0, 0.0, 0.0], [-0.1, -0.1, 0.0], [0.0, 0.1, 0.0], [-0.1, 0.0, 0.0], [-0.1, -0.1, 0.1], [0.1, 0.0, -0.1], [0.0, 0.0, 0.0], [-0.1, 0.0, 0.0], [-0.1, 0.0, -0.1], [-0.1, -0.1, 0.0], [0.0, 0.1, 0.0], [0.0, 0.0, 0.0], [0.1, -0.1, 0.0]],
  "nbo_charge": [-0.636, -0.068, -0.526, 0.895, -0.668, -0.451, -0.221, -0.245, -0.446, -0.310, 0.567, -0.534, -0.188, -0.146, -0.265, 0.250, -0.067, -0.170, -0.421, -0.205, -0.450, 0.694, -0.713, -0.604, -0.238, -0.214, 0.217, 0.213, 0.220, 0.197, 0.188, 0.201, 0.234, 0.178, 0.215, 0.212, 0.219, 0.232, 0.261, 0.216, 0.227, 0.222, 0.202, 0.204, 0.246, 0.229, 0.227, 0.184, 0.201, 0.199, 0.237]
}

---

Entry 4:
{
  "formula": "H6O15PbS3",
  "method": "the ωB97M-V functional and the def2-TZVPD basis",
  "e_above_lowest_kcal_mol": 163.06,
  "multiplicity": 1,
  "lumo_energy_ev": 6.736,
  "orbital_gap_ev": 2.2582,
  "charge": -4,
  "species": ["Pb", "S", "O", "O", "O", "O", "S", "O", "O", "O", "O", "S", "O", "O", "O", "O", "O", "H", "H", "O", "H", "H", "O", "H", "H"],
  "coordinates": [[0.13116, 1.01289, -0.06522], [-3.49679, -1.02720, 0.94110], [-4.72294, -1.34323, 0.23553], [-3.47258, -1.64225, 2.26445], [-2.40319, -1.56744, 0.14880], [-3.18638, 0.37377, 1.04621], [0.85754, -2.61256, 3.36383], [0.07358, -2.89983, 4.58475], [2.28340, -2.94213, 3.48178], [0.35714, -3.47558, 2.32807], [0.61439, -1.22569, 2.96560], [2.58370, -1.61780, -2.68652], [2.75391, -0.33124, -2.06012], [3.85999, -2.35962, -2.63879], [1.66611, -2.29386, -1.75168], [2.02219, -1.45100, -4.00622], [-2.32226, 0.86579, -2.85673], [-3.01980, 1.44272, -3.16791], [-2.69172, -0.01475, -2.92286], [2.03948, 3.23732, 2.16370], [2.40724, 2.75174, 2.90207], [2.45491, 4.09833, 2.21192], [0.42615, 4.12508, -1.83554], [-0.36307, 4.40746, -2.29775], [1.14779, 4.48898, -2.34842]],
  "forces_ev_per_a": [[-0.6, -3.2, 0.2], [1.3, -2.9, 1.3], [-2.6, 0.4, -1.0], [-0.9, 0.0, 0.9], [2.6, -0.9, -2.2], [-0.1, 4.9, 0.3], [-0.4, -2.5, -0.2], [0.5, 0.5, 1.3], [1.4, 0.8, 1.4], [-1.1, -1.3, -1.9], [0.3, 3.0, -0.2], [-1.0, -3.4, 3.0], [1.1, 5.4, 1.3], [1.1, 0.0, -1.2], [-1.1, -0.9, -0.5], [-0.4, 0.0, -2.6], [0.3, 0.5, -0.3], [-0.2, 0.1, 0.1], [0.0, -0.5, 0.5], [-0.2, 0.2, -0.2], [0.0, -0.5, 0.2], [0.1, 0.2, -0.1], [0.0, 0.1, 0.4], [-0.3, -0.1, -0.1], [0.3, -0.1, -0.2]],
  "nbo_charge": [1.337, 2.607, -1.124, -1.073, -1.061, -1.138, 2.581, -1.072, -1.108, -1.015, -1.018, 2.597, -1.159, -1.120, -1.094, -1.120, -0.938, 0.444, 0.498, -0.936, 0.484, 0.453, -0.951, 0.464, 0.462]
}

---

Entry 5:
{
  "formula": "C4H4N4",
  "method": "the ωB97M-V functional and the def2-TZVPD basis",
  "e_above_lowest_kcal_mol": 96.89,
  "multiplicity": 1,
  "lumo_energy_ev": -0.916,
  "orbital_gap_ev": 8.6067,
  "smiles": "[H]/N=c1\\ncccnn1",
  "species": ["H", "N", "C", "N", "C", "C", "C", "N", "N", "H", "H", "H"],
  "coordinates": [[-1.53114, 1.82453, -1.08234], [-1.83504, 0.84418, -0.73522], [-1.05824, -0.13953, -0.74815], [0.09817, 0.07506, -1.48052], [1.03797, 0.38208, -0.72000], [1.14287, 0.11511, 0.69230], [0.22375, -0.66269, 1.29412], [-0.84183, -1.53549, 0.76185], [-1.36874, -1.44488, -0.32986], [1.93396, 0.93987, -1.31106], [2.01969, 0.33061, 1.33534], [0.17857, -0.72885, 2.32354]],
  "forces_ev_per_a": [[0.0, -2.8, 0.5], [-1.7, 1.3, 1.1], [-1.3, 3.0, -4.2], [-0.4, -0.9, -0.3], [5.4, 1.9, -1.5], [-0.1, -0.8, 0.6], [-2.0, -0.1, -1.4], [2.5, -1.4, 2.8], [-0.6, 1.3, -0.4], [-1.6, -1.6, 1.8], [-0.6, 0.5, -0.8], [0.4, -0.5, 2.0]],
  "nbo_charge": [0.376, -0.652, 0.453, -0.394, 0.091, -0.294, -0.045, -0.103, -0.081, 0.189, 0.249, 0.210]
}